Density functional theory data (ωB97M-V/def2-TZVPD) for a molecular structure, C19H34N4NaO2SbSe in a non-equilibrium geometry.

The HOMO energy is -7.7467 eV. Its net charge is 0. The value obtained for the frontier orbital gap is 0.2831 hartree. For the relative energy (zero: lowest compared OMol25 entry of this formula, charge and spin), the calculation gives 3.0 kcal per mole.

Each line ends with the Löwdin charge.
Positions of all 62 atoms, in Å:
1 Sb -3.314 0.813 -2.529  1.32
2 Se -0.879 -1.238 2.270  0.68
3 Na -2.960 0.204 0.649  0.24
4 O -1.464 1.533 0.126  -0.18
5 O -0.646 3.626 0.238  -0.01
6 N -2.467 3.102 1.447  -0.02
7 N 0.519 -1.049 -0.252  -0.01
8 N -3.101 2.077 2.209  -0.01
9 N 1.020 0.592 1.101  -0.01
10 C 2.614 0.820 -2.664  -0.08
11 C -2.990 -1.098 -3.463  -0.35
12 C 1.500 -3.933 0.477  -0.25
13 C -4.449 1.586 -4.164  -0.35
14 C 2.379 1.501 2.951  -0.18
15 C 2.409 1.945 -0.519  0.01
16 C -1.463 1.706 -3.087  -0.31
17 C 1.357 -0.200 -0.954  -0.15
18 C 1.843 -0.252 -2.254  -0.01
19 C 1.035 1.513 2.231  -0.14
20 C 2.885 1.902 -1.817  -0.07
21 C 0.288 -0.524 0.972  -0.65
22 C 1.071 -3.378 -0.879  -0.18
23 C 1.652 0.860 -0.103  -0.14
24 C -1.431 2.723 0.531  -0.77
25 C 2.710 0.170 3.629  -0.25
26 C 1.856 -0.098 4.860  -0.11
27 C 0.445 -4.816 1.127  -0.11
28 C -0.003 -2.297 -0.793  -0.15
29 H 2.358 2.295 3.702  0.12
30 H 3.767 0.162 3.906  0.10
31 H -0.741 1.577 -2.288  -0.02
32 H -2.528 1.819 3.010  0.08
33 H -5.442 1.146 -4.192  -0.01
34 H 3.168 1.776 2.248  0.10
35 H 2.589 -0.641 2.904  0.10
36 H -4.548 2.664 -4.061  0.00
37 H 0.681 -4.184 -1.508  0.12
38 H 1.744 -3.099 1.143  0.10
39 H -3.924 1.361 -5.090  0.01
40 H -3.946 -1.474 -3.824  0.00
41 H -0.825 -2.595 -0.140  0.08
42 H -2.580 -1.831 -2.771  -0.03
43 H -3.978 2.456 2.542  0.08
44 H 3.004 0.833 -3.673  0.10
45 H 0.228 1.195 2.893  0.08
46 H 0.121 -5.608 0.449  0.07
47 H -2.312 -0.984 -4.307  0.00
48 H -0.429 -4.240 1.424  0.03
49 H 0.813 -0.262 4.595  0.02
50 H 1.903 0.743 5.554  0.07
51 H -1.121 1.263 -4.022  0.01
52 H 3.468 2.732 -2.190  0.10
53 H 1.938 -2.973 -1.408  0.10
54 H 2.192 -0.984 5.398  0.07
55 H 1.615 -1.069 -2.923  0.11
56 H 0.832 -5.295 2.025  0.07
57 H -0.420 -2.066 -1.777  0.11
58 H -1.617 2.773 -3.228  0.01
59 H 2.580 2.793 0.125  0.12
60 H 0.778 2.494 1.827  0.12
61 H 2.424 -4.501 0.351  0.11
62 H -2.211 3.929 1.968  0.12

***

Density functional theory data (ωB97M-V/def2-TZVPD) for C5H9NO in the gas phase in a non-equilibrium geometry.

The HOMO energy is -8.7820 eV. Its SMILES is C=C(N)CCC=O. Its net charge is 0. The value obtained for the frontier orbital gap is 0.3565 hartree. For the relative energy (zero: lowest compared OMol25 entry of this formula, charge and spin), the calculation gives 49.1 kcal per mole.

Each line ends with the Löwdin charge.
Positions of all 16 atoms, in Å:
1 O 1.472 -0.664 2.233  0.05
2 N -1.667 1.566 0.085  0.06
3 C 0.624 -1.428 0.187  -0.16
4 C 1.559 -0.572 1.037  -0.27
5 C -0.786 -0.766 0.125  -0.15
6 C 0.109 0.976 -1.432  0.03
7 C -0.814 0.596 -0.535  -0.39
8 H 2.299 0.105 0.563  0.12
9 H 0.922 -1.607 -0.844  0.10
10 H -1.536 2.453 -0.388  0.07
11 H -1.271 -0.636 1.096  0.11
12 H 0.932 0.324 -1.675  0.04
13 H -1.318 -1.624 -0.307  0.12
14 H 0.641 -2.374 0.729  0.12
15 H -1.350 1.717 1.038  0.09
16 H 0.183 1.935 -1.913  0.05

***

Density functional theory data (ωB97M-V/def2-TZVPD) for C6H7Br in the gas phase in a non-equilibrium geometry.

The HOMO energy is -9.1969 eV. Its SMILES is C#CCCC(=C)Br. Its net charge is 0. The value obtained for the frontier orbital gap is 0.3682 hartree. For the relative energy (zero: lowest compared OMol25 entry of this formula, charge and spin), the calculation gives 36.9 kcal per mole.

Each line ends with the Löwdin charge.
Positions of all 14 atoms, in Å:
1 Br 2.637 1.949 2.406  0.70
2 C -0.665 0.611 -0.137  -0.23
3 C 1.660 1.194 0.961  -0.73
4 C -0.824 -0.621 0.564  -0.16
5 C 2.471 0.469 0.111  -0.07
6 C -0.906 -1.577 1.311  0.12
7 C 0.208 1.628 0.639  -0.21
8 H 0.163 2.615 0.155  0.12
9 H 2.096 -0.051 -0.808  0.07
10 H -0.239 0.445 -1.102  0.10
11 H -0.247 1.794 1.580  0.08
12 H -0.859 -2.357 2.052  0.03
13 H -1.658 1.012 -0.409  0.13
14 H 3.573 0.299 0.085  0.06

***

Density functional theory data (ωB97M-V/def2-TZVPD) for 2 unconnected molecules or ions with the total composition C10H21NO in a non-equilibrium geometry.

The HOMO energy is -9.0497 eV. Its SMILES is CC/C=C/CC.C=NOCCC. Its net charge is 0. The value obtained for the frontier orbital gap is 0.3708 hartree. For the relative energy (zero: lowest compared OMol25 entry of this formula, charge and spin), the calculation gives 81.4 kcal per mole.

Each line ends with the Löwdin charge.
Positions of all 33 atoms, in Å:
1 O 3.209 0.425 -0.811  -0.18
2 N 2.376 -0.639 -0.496  -0.03
3 C -3.098 0.384 -0.074  -0.13
4 C 4.920 -0.991 1.270  -0.13
5 C 5.446 -0.087 0.173  -0.25
6 C -4.030 -0.399 0.491  -0.15
7 C -1.684 2.493 0.142  -0.11
8 C -2.000 1.076 0.649  -0.27
9 C 1.331 -0.240 0.132  -0.03
10 C -6.355 -0.818 -0.352  -0.12
11 C 4.558 -0.034 -1.076  -0.21
12 C -4.930 -1.335 -0.228  -0.28
13 H 4.500 -1.039 -1.573  0.13
14 H -6.924 -1.412 -1.063  0.06
15 H -1.093 0.455 0.545  0.06
16 H 4.629 -1.971 0.870  0.07
17 H -4.971 -2.346 0.240  0.12
18 H 5.708 -1.136 2.025  0.07
19 H -3.090 0.456 -1.171  0.12
20 H -2.495 3.215 0.335  0.08
21 H -2.235 1.085 1.740  0.12
22 H 6.443 -0.420 -0.173  0.11
23 H -0.807 2.884 0.654  0.06
24 H -6.411 0.235 -0.645  0.07
25 H 4.039 -0.553 1.756  0.07
26 H 4.952 0.709 -1.808  0.12
27 H 0.549 -0.948 0.399  0.07
28 H 5.541 0.934 0.580  0.11
29 H 1.309 0.807 0.462  0.09
30 H -4.103 -0.377 1.576  0.11
31 H -1.476 2.526 -0.931  0.07
32 H -4.498 -1.443 -1.256  0.11
33 H -6.831 -0.882 0.635  0.07

***

Density functional theory data (ωB97M-V/def2-TZVPD) for 2 unconnected molecules or ions with the total composition C19H17BBrCl2F3O9S in a non-equilibrium geometry.

The HOMO energy is -10.1219 eV. Its SMILES is CCOB(O)c1cc2c(c(S(=O)(=O)C(F)(F)F)c1)C(=O)C(Br)=C([C@H](Cl)[C@H](C)Cl)C2=O.O=C1OCCO1. Its net charge is 0. The value obtained for the frontier orbital gap is 0.3194 hartree.

Each line ends with the Löwdin charge.
Positions of all 53 atoms, in Å:
1 Br -1.284 0.665 -4.608  0.92
2 Cl -4.351 3.661 -1.749  0.61
3 Cl -1.492 3.487 -0.647  0.67
4 S 0.207 -4.106 -2.091  0.79
5 F 2.586 -4.001 -3.168  0.16
6 F 1.747 -2.062 -2.738  0.14
7 F 1.044 -3.210 -4.440  0.17
8 O -0.108 -2.689 3.883  0.20
9 O 2.034 -2.753 2.901  0.08
10 O 0.956 -5.084 -1.354  -0.28
11 O -0.212 2.408 3.897  0.07
12 O -0.872 -4.588 -2.883  -0.24
13 O 0.969 0.630 3.194  0.16
14 O -2.705 0.971 0.333  0.13
15 O 1.447 2.698 2.446  0.07
16 O -1.910 -2.069 -3.358  0.13
17 C 2.921 -1.977 2.089  -0.22
18 C -1.540 0.173 -2.815  -0.51
19 C -1.503 -1.297 -2.549  -0.38
20 C 0.752 1.801 3.176  -0.56
21 C 0.279 -3.016 0.359  0.01
22 C -0.964 -1.664 -1.207  -0.05
23 C -1.194 -0.764 -0.164  -0.05
24 C -0.011 3.824 3.814  -0.10
25 C -0.716 -0.987 1.137  0.08
26 C -0.222 -2.822 -0.930  -0.17
27 C 0.771 3.960 2.524  -0.11
28 C -2.829 3.962 -3.943  -0.13
29 C 0.041 -2.115 1.404  -0.03
30 C -1.768 1.041 -1.832  -0.19
31 C 1.478 -3.283 -3.203  -0.68
32 C -1.815 2.523 -2.120  -0.65
33 C -1.966 0.474 -0.460  -0.33
34 C -3.141 2.939 -2.847  -0.73
35 C 4.331 -2.044 2.664  -0.05
36 B 0.693 -2.514 2.798  -0.62
37 H 0.365 -3.238 4.521  0.12
38 H 2.950 -2.372 1.076  0.12
39 H 0.127 4.062 1.655  0.09
40 H 2.610 -0.941 2.049  0.11
41 H -0.940 -0.272 1.909  0.12
42 H 4.819 -1.076 2.614  0.07
43 H 0.870 -3.902 0.540  0.12
44 H 4.947 -2.733 2.095  0.07
45 H -3.615 4.698 -4.031  0.06
46 H 0.560 4.146 4.687  0.13
47 H 1.490 4.775 2.536  0.13
48 H -1.885 4.463 -3.757  0.08
49 H -3.582 2.036 -3.244  0.08
50 H -0.965 4.342 3.798  0.13
51 H -0.971 2.763 -2.749  0.07
52 H -2.747 3.458 -4.904  0.06
53 H 4.313 -2.381 3.693  0.08

***

Density functional theory data (ωB97M-V/def2-TZVPD) for a molecular structure, C4H6AlO2 in a non-equilibrium geometry.

The HOMO energy is -12.4058 eV. Its net charge is +1. The value obtained for the frontier orbital gap is 0.2764 hartree. For the relative energy (zero: lowest compared OMol25 entry of this formula, charge and spin), the calculation gives 45.5 kcal per mole.

Each line ends with the Löwdin charge.
Positions of all 13 atoms, in Å:
1 Al 2.560 1.776 0.131  0.98
2 O 1.491 0.225 -0.206  -0.29
3 O 0.428 0.788 -2.276  0.09
4 C -1.715 -1.138 1.248  0.01
5 C -0.387 -0.822 1.081  -0.19
6 C 0.532 -0.072 -1.234  -0.29
7 C 0.070 0.220 0.120  -0.21
8 H -0.320 1.228 0.304  0.16
9 H 0.585 -1.105 -1.583  0.20
10 H 0.178 1.673 -1.986  0.12
11 H -1.142 -0.643 2.369  0.23
12 H 0.160 -1.784 1.018  0.14
13 H -2.439 -0.346 1.014  0.03

***

| no. | total energy (eV) |
| --- | --- |
| 1 | -106612.613 |
| 2 | -8867.083 |
| 3 | -76374.870 |
| 4 | -14245.345 |
| 5 | -153158.941 |
| 6 | -14924.370 |